<i>
Here is one molecule with the formula C21H24ClNO4S from the Open Molecules 2025 dataset. Energies are from ωB97M-V with the def2-TZVPD basis set.

Structure (ORCA input):
```
! RIJCOSX wB97M-V def2-TZVPD def2/J DEFGRID3
* xyz 0 1
C 0.74729 -2.13339 -2.21632
H 0.08664 -2.98591 -2.40149
O 0.43609 -1.49265 -1.00609
C -0.85043 -1.05248 -0.81442
C -1.84720 -1.05473 -1.77393
C -3.11042 -0.57335 -1.47115
C -3.42095 -0.07757 -0.21170
C -2.41769 -0.07966 0.75042
C -1.14849 -0.55835 0.46703
N -0.10933 -0.59048 1.40648
C -0.07957 -0.06051 2.64629
O -0.99108 0.50310 3.21042
C 1.28627 -0.25172 3.33619
H 1.51771 -1.32126 3.40147
H 1.23711 0.19358 4.33108
O 2.33825 0.42607 2.65567
C 2.97668 -0.22224 1.68816
O 2.68177 -1.33929 1.32027
C 4.06442 0.56595 1.05654
C 4.80847 1.56268 1.68601
C 5.80609 2.22529 0.97810
C 6.05689 1.91012 -0.33884
C 5.32259 0.90947 -0.97940
C 4.33756 0.24271 -0.27258
H 3.74422 -0.54204 -0.71297
S 5.72321 0.57776 -2.66045
C 4.57147 -0.74726 -3.12173
H 4.78849 -0.97389 -4.16105
H 4.75153 -1.62431 -2.50728
H 3.54815 -0.39724 -3.02522
H 6.82707 2.43017 -0.88714
H 6.38267 2.99059 1.47275
Cl 4.56686 1.97711 3.33765
H 0.71910 -1.07520 1.06947
H -2.59645 0.29072 1.74339
C -4.82143 0.44188 0.07296
C -5.83350 -0.68746 -0.16634
H -5.61034 -1.53354 0.47992
H -6.84046 -0.34024 0.05485
H -5.81109 -1.03004 -1.19717
C -5.11920 1.61517 -0.87125
H -6.11276 2.01179 -0.67381
H -5.07606 1.30764 -1.91252
H -4.39325 2.41091 -0.71957
C -4.98368 0.93242 1.51350
H -5.99984 1.29290 1.66098
H -4.80495 0.12836 2.22275
H -4.30131 1.75062 1.72809
H -3.85683 -0.59245 -2.25007
H -1.65313 -1.42581 -2.76813
H 0.69285 -1.44245 -3.06499
H 1.77001 -2.49150 -2.10482
*
```

**Gap between HOMO and LUMO**: 8.2 eV
**SMILES**: COc1ccc(C(C)(C)C)cc1NC(=O)COC(=O)c1cc(SC)ccc1Cl


<ii>
Here is one molecule with the formula C21H24ClNO4S from the Open Molecules 2025 dataset. Energies are from ωB97M-V with the def2-TZVPD basis set.

Structure (ORCA input):
```
! RIJCOSX wB97M-V def2-TZVPD def2/J DEFGRID3
* xyz 0 1
C -0.29581 4.57789 1.92097
C -1.00871 4.05230 0.68437
H -2.08390 4.24706 0.73000
H -0.59742 4.48782 -0.23180
O -0.84157 2.63129 0.62777
C -0.14813 2.12351 -0.37754
O 0.20131 2.73912 -1.35913
C 0.26046 0.70136 -0.13448
C 0.31314 -0.14530 -1.39503
C -0.97135 -0.96024 -1.50970
N -1.06746 -1.93824 -0.43645
C -0.39816 -1.51485 0.78722
C -0.45935 -0.00161 1.00886
H -1.49922 0.33062 1.05607
H 0.01966 0.26486 1.95224
H 0.65166 -1.81942 0.73902
H -0.85686 -2.03662 1.62858
C -2.43924 -2.36833 -0.23283
C -2.50938 -3.58942 0.64386
C -3.46432 -3.69965 1.64449
C -3.53023 -4.83734 2.43098
C -2.63605 -5.87345 2.22822
C -1.67652 -5.76819 1.23429
C -1.61550 -4.63487 0.44535
H -0.86881 -4.53960 -0.32753
H -0.97564 -6.57429 1.07383
H -2.68522 -6.75949 2.84385
H -4.27914 -4.91170 3.20602
H -4.16342 -2.89137 1.80996
H -3.07330 -1.56675 0.18811
H -2.84596 -2.62340 -1.21854
H -0.98678 -1.50126 -2.46238
H -1.82965 -0.26425 -1.50756
H 1.16234 -0.82636 -1.33638
H 0.43304 0.50122 -2.26665
S 2.01397 0.99195 0.44169
O 2.61922 -0.29435 0.65784
O 1.96051 1.89932 1.55648
C 2.89029 1.81154 -0.89945
C 2.98658 3.19033 -0.89490
C 3.64054 3.83406 -1.92922
C 4.19346 3.07800 -2.95382
C 4.11579 1.69186 -2.94753
C 3.45681 1.05723 -1.90968
H 3.39895 -0.01809 -1.86611
H 4.56563 1.12170 -3.74492
Cl 5.00434 3.87202 -4.24801
H 3.72085 4.90932 -1.94637
H 2.55832 3.74396 -0.07537
H 0.72495 4.20262 1.94094
H -0.28625 5.66391 1.90995
H -0.79843 4.23355 2.82038
*
```

**Gap between HOMO and LUMO**: 9.0 eV
**SMILES**: CCOC(=O)C1(S(=O)(=O)c2ccc(Cl)cc2)CCN(Cc2ccccc2)CC1


The energy of each structure relative to the most stable one, in hartree, is as follows: <i> 0.0000; <ii> 0.0378.


<i>
Here is a 2-piece molecular cluster, C2H2ClN overall from the Open Molecules 2025 dataset. Energies are from ωB97M-V with the def2-TZVPD basis set.

Structure (ORCA input):
```
! RIJCOSX wB97M-V def2-TZVPD def2/J DEFGRID3
* xyz 0 1
C 0.46523 1.28423 -0.69817
C 0.03299 0.35416 -0.05333
N -0.42639 -0.55016 0.75510
Cl -1.86872 -1.36198 0.32432
H 0.82681 2.15354 -1.15715
H 0.97008 -1.87979 0.82923
*
```

**Gap between HOMO and LUMO (spin up / spin down)**: 9.0 / 7.5 eV


<ii>
Here is a 2-piece molecular cluster, C2H2ClN overall from the Open Molecules 2025 dataset. Energies are from ωB97M-V with the def2-TZVPD basis set.

Structure (ORCA input):
```
! RIJCOSX wB97M-V def2-TZVPD def2/J DEFGRID3
* xyz 0 1
C 2.36740 -0.19795 -1.06846
C 2.05777 0.34267 0.16222
N 2.69577 -0.09461 -2.18098
Cl 2.59716 -0.25673 1.61298
H -0.85055 0.44243 -0.36527
H -0.75734 0.04459 0.20549
*
```

**Gap between HOMO and LUMO (spin up / spin down)**: 7.5 / 7.5 eV


<iii>
Here is a 2-piece molecular cluster, C2H2ClN overall from the Open Molecules 2025 dataset. Energies are from ωB97M-V with the def2-TZVPD basis set.

Structure (ORCA input):
```
! RIJCOSX wB97M-V def2-TZVPD def2/J DEFGRID3
* xyz 0 1
C -0.22448 -0.12835 0.20834
C 1.04411 0.20298 -0.46138
N 0.45131 1.13156 0.18894
Cl -2.75626 -0.38571 0.07420
H -0.38444 -0.75116 1.05920
H 1.86976 -0.06932 -1.06929
*
```

**Gap between HOMO and LUMO**: 8.3 eV


The energy of each structure relative to the most stable one, in hartree, is as follows: <i> 0.0850; <ii> 0.0163; <iii> 0.0000.


<i>
Here is one molecule with the formula C5H13NO2 from the Open Molecules 2025 dataset. Energies are from ωB97M-V with the def2-TZVPD basis set.

Structure (ORCA input):
```
! RIJCOSX wB97M-V def2-TZVPD def2/J DEFGRID3
* xyz 0 1
C 0.67999 -0.82723 0.09539
C 0.92955 0.66742 0.00820
C -0.82331 -1.06098 -0.79612
C -0.86463 1.30708 1.66643
C 1.73948 -1.65491 -0.61136
N -0.29078 1.43486 0.33939
O -1.25478 1.90221 -0.62850
O -2.11342 -0.73134 -0.35600
H -0.79672 2.61290 -1.11218
H -2.21404 0.22865 -0.49117
H 0.52926 -1.16221 1.12376
H 1.70218 0.96967 0.72558
H 1.22781 0.96273 -1.00559
H -0.61942 -0.66697 -1.79361
H -0.83098 -2.14944 -0.87274
H -0.13581 1.63309 2.41440
H -1.12482 0.27588 1.90924
H -1.77035 1.90566 1.78800
H 2.66252 -1.70605 -0.02407
H 1.98467 -1.25710 -1.60227
H 1.38358 -2.68393 -0.77678
*
```

**Gap between HOMO and LUMO**: 8.8 eV
**SMILES**: C[C@H](CO)CN(C)O


<ii>
Here is a 3-piece molecular cluster, C5H13NO2 overall from the Open Molecules 2025 dataset. Energies are from ωB97M-V with the def2-TZVPD basis set.

Structure (ORCA input):
```
! RIJCOSX wB97M-V def2-TZVPD def2/J DEFGRID3
* xyz 0 1
N -2.29379 1.68468 0.90343
C -0.97105 1.19074 1.07396
C -0.41563 -0.04439 0.91215
C 1.04456 -0.08664 0.95966
C 1.90289 -0.92788 0.29638
C 3.31906 -0.53697 -0.13437
H -2.46829 2.58473 1.29500
H -3.05810 1.04234 1.11246
H -0.32847 2.14687 1.24250
H -0.94160 -0.96300 0.62729
H 1.53086 0.88075 1.23040
H 1.45567 -1.85186 -0.11137
H 3.39441 -0.24152 -1.19573
H 3.98783 -1.41653 -0.07096
H 3.75885 0.29943 0.56289
H -3.11028 -2.51078 -1.12969
H -2.71097 -0.93444 -1.35981
O -3.06373 -1.62206 -0.73012
H 0.01712 -0.20625 -2.21340
H -0.63151 0.80658 -1.15932
O -0.41779 0.70618 -2.11134
*
```

**Gap between HOMO and LUMO**: 8.5 eV
**SMILES**: C/C=C/C=C/N.O.O


<iii>
Here is a 2-piece molecular cluster, C5H13NO2 overall from the Open Molecules 2025 dataset. Energies are from ωB97M-V with the def2-TZVPD basis set.

Structure (ORCA input):
```
! RIJCOSX wB97M-V def2-TZVPD def2/J DEFGRID3
* xyz 0 1
C 1.13937 -0.67843 -1.36231
O 2.54331 -0.36571 -1.22782
C 0.41745 -0.47255 -0.00436
C -0.73956 -1.38083 0.28454
C -1.68837 -0.68411 1.35208
C -3.89123 -1.34226 1.45533
N -3.01445 -0.73329 0.76491
H 0.77736 -0.06565 -2.18415
H 1.25518 -1.75979 -1.67031
H 2.71845 0.07452 -0.39270
H 1.17857 -0.33526 0.78708
H 0.08965 0.59299 -0.11824
H -1.36631 -1.32451 -0.64638
H -0.53556 -2.38555 0.68318
H -1.53701 -1.23254 2.29485
H -1.49051 0.37677 1.49579
H -4.89227 -1.50095 1.03926
H -3.72406 -1.91680 2.36863
H 4.17235 5.40051 -0.95197
H 3.96515 4.83291 -2.33381
O 4.62252 4.90052 -1.63359
*
```

**Gap between HOMO and LUMO**: 10.9 eV
**SMILES**: C=NCCCCO.O


The energy of each structure relative to the most stable one, in hartree, is as follows: <i> 0.0525; <ii> 0.0000; <iii> 0.0114.


<i>
Here is one molecule with the formula C5H13NO2 from the Open Molecules 2025 dataset. Energies are from ωB97M-V with the def2-TZVPD basis set.

Structure (ORCA input):
```
! RIJCOSX wB97M-V def2-TZVPD def2/J DEFGRID3
* xyz 0 1
C 0.84378 -0.04385 -0.02497
C -2.08473 -0.91353 0.30104
C -0.85160 1.52562 -0.93005
C 1.54622 -1.36992 -0.22268
C 0.72170 0.39703 1.41675
N -0.07265 0.31349 -1.03311
O -1.01858 -1.01351 -0.60589
O 1.83298 1.11888 -0.69502
H 2.13564 0.78896 -1.55071
H -2.67534 -1.82652 0.18016
H -2.75183 -0.06669 0.09402
H -1.76430 -0.86661 1.34996
H -1.75117 1.37301 -1.52710
H -0.25743 2.32364 -1.36928
H -1.15871 1.82894 0.07470
H 1.51371 -1.65273 -1.27250
H 2.58005 -1.27790 0.10694
H 1.05510 -2.14304 0.36368
H 0.16350 -0.33523 1.99613
H 0.26922 1.37917 1.51445
H 1.72443 0.46078 1.83347
*
```

**Gap between HOMO and LUMO**: 10.4 eV
**SMILES**: CON(C)C(C)(C)O


<ii>
Here is a 2-piece molecular cluster, C5H13NO2 overall from the Open Molecules 2025 dataset. Energies are from ωB97M-V with the def2-TZVPD basis set.

Structure (ORCA input):
```
! RIJCOSX wB97M-V def2-TZVPD def2/J DEFGRID3
* xyz 0 1
C 0.01840 -1.43429 1.85106
C -0.11833 -0.02874 2.38351
C 1.37029 -1.69768 0.95182
H -0.84230 -1.71962 1.24728
H 0.09609 -2.14385 2.67631
H -1.10525 0.10249 2.82591
H -0.05292 0.68590 1.55648
H 0.65459 0.19713 3.11505
H 1.31782 -1.73697 -0.13587
H 2.17536 -1.09188 1.36341
H 1.66374 -2.72586 1.15959
C -0.37065 2.39924 -2.81436
C -0.67451 0.53892 -1.41407
O 0.45726 0.66239 -0.73231
O -1.36846 -0.58738 -1.07903
N -1.11267 1.25332 -2.35358
H 0.67385 -0.19809 -0.10978
H -2.17354 -0.60013 -1.61130
H -1.04511 3.26150 -2.81923
H -0.06661 2.22038 -3.85222
H 0.50295 2.64322 -2.20868
*
```

**Gap between HOMO and LUMO**: 10.1 eV
**SMILES**: CN=C(O)O.CCC


The energy of each structure relative to the most stable one, in hartree, is as follows: <i> 0.1135; <ii> 0.0000.